*P*
C5H8OS | ωB97M-V/def2-TZVPD

The SMILES is O[C@H]1C=CC[C@H]1S. The gap between HOMO and LUMO is 10.1 eV. The net charge is 0. As for the multiplicity: 1. The LUMO energy comes out at 0.60 eV.

Geometry (Å):
O1 -0.34786 1.78513 -0.52758
C1 -0.65862 0.84883 0.51699
C2 -2.02568 0.26793 0.11557
C3 -1.88367 -1.00022 -0.19375
C4 -0.41468 -1.40571 -0.27238
C5 0.37183 -0.31192 0.57039
S1 2.06748 -0.09929 -0.13727
H1 0.80719 1.80559 -0.33920
H2 -0.75566 1.35236 1.55931
H3 -2.90031 0.88793 -0.02466
H4 -2.53723 -1.80304 -0.39855
H5 -0.02361 -1.47702 -1.30533
H6 -0.24932 -2.37084 0.11143
H7 0.34114 -0.71360 1.56993
H8 2.68601 -0.76717 0.82313


*Q*
C5H8OS | ωB97M-V/def2-TZVPD

The gap between HOMO and LUMO is 9.8 eV. The net charge is 0. As for the multiplicity: 1. The LUMO energy comes out at 0.77 eV.

Geometry (Å):
C1 -0.79426 0.52737 1.00616
C2 -0.15464 -0.22145 1.88364
C3 0.58848 -0.90237 -0.48473
C4 -0.37500 0.21651 -0.47018
C5 0.15159 1.33076 -1.35703
O1 0.31220 -2.71944 1.61013
S1 1.02856 -1.44152 1.36583
H1 -1.60216 1.26311 1.23856
H2 -0.25891 -0.09901 2.90910
H3 0.02543 -1.87267 -0.71026
H4 1.42420 -0.84285 -1.21744
H5 -1.39630 -0.13889 -0.89217
H6 1.15100 1.90598 -0.93726
H7 -0.65235 2.03401 -1.64401
H8 0.55217 0.96046 -2.30034


Result of the stability comparison: *Q* is the least stable of them.


*P*
C5H8OS | ωB97M-V/def2-TZVPD

The SMILES is C1CS[C@@H]2C[C@H]2O1. The gap between HOMO and LUMO is 9.6 eV. The net charge is 0. As for the multiplicity: 1. The LUMO energy comes out at 0.96 eV.

Geometry (Å):
C1 0.72934 1.27516 0.35853
C2 1.67315 0.17400 -0.29587
S1 1.19734 -1.47860 -0.04126
C3 -0.47677 -1.05372 0.49100
C4 -1.93236 -0.96163 -0.07570
C5 -0.90864 0.00246 -0.49941
O1 -0.59397 1.40138 -0.17923
H1 0.54497 1.13608 1.52389
H2 1.26715 2.17377 0.17056
H3 1.72338 0.50382 -1.39907
H4 2.71783 0.32350 0.07985
H5 -0.50520 -0.76003 1.54801
H6 -2.75909 -0.69640 0.65391
H7 -2.18469 -1.66476 -0.84697
H8 -0.49246 -0.37504 -1.48822


*Q*
C5H8OS | ωB97M-V/def2-TZVPD

The SMILES is S[C@@H]1[C@H]2CO[C@@H]1C2. The gap between HOMO and LUMO is 9.9 eV. The net charge is 0. As for the multiplicity: 1. The LUMO energy comes out at 0.84 eV.

Geometry (Å):
S1 2.58360 -0.12280 -0.22343
C1 0.86125 0.05903 -0.58895
C2 -0.11767 0.65633 0.56925
C3 -1.38160 0.74111 -0.29856
O1 -1.33844 -0.58965 -0.92074
C4 -0.13296 -1.13790 -0.45149
C5 -0.18484 -0.77963 1.05088
H1 2.81369 1.17698 -0.36554
H2 0.78069 0.50815 -1.57080
H3 0.19567 1.47108 1.20898
H4 -2.30968 0.85604 0.26674
H5 -1.36545 1.49237 -1.05213
H6 0.15963 -2.13255 -0.85107
H7 -1.17149 -0.95707 1.57624
H8 0.60760 -1.24151 1.65061


*R*
C5H8OS | ωB97M-V/def2-TZVPD

The SMILES is C1S[C@H]2CO[C@@H]1C2. The gap between HOMO and LUMO is 9.4 eV. The net charge is 0. As for the multiplicity: 1. The LUMO energy comes out at 0.85 eV.

Geometry (Å):
C1 -1.04642 1.33207 -0.30135
S1 -1.77753 -0.46550 -0.51008
C2 -0.24216 -1.23999 0.11669
C3 0.93117 -0.92014 -0.87777
O1 0.96778 0.57886 -1.01362
C4 0.29750 0.88532 0.12410
C5 0.10375 -0.24348 1.16031
H1 -1.04927 1.49971 -1.36493
H2 -1.42362 1.89646 0.44500
H3 -0.28219 -2.23741 0.49915
H4 1.79787 -1.34363 -0.49240
H5 0.53992 -1.32165 -1.82636
H6 0.56607 1.94443 0.52272
H7 -0.53525 0.07730 1.91524
H8 1.15238 -0.44233 1.60332


Result of the stability comparison: *P* is the least stable of them.


*P*
C20H22N2O3 | ωB97M-V/def2-TZVPD

The SMILES is Cc1ccc(C(=O)N/C(=C/c2ccco2)C(=O)N2CCCCC2)cc1. The gap between HOMO and LUMO is 8.3 eV. The net charge is 0. As for the multiplicity: 1. The LUMO energy comes out at 0.61 eV.

Geometry (Å):
C1 4.41942 -0.03430 -2.46226
C2 3.71047 0.23701 -1.17100
C3 3.21337 1.49947 -0.87381
C4 2.55941 1.73836 0.32055
C5 2.36273 0.70391 1.22721
C6 1.70548 0.98101 2.53047
O1 2.15343 1.76455 3.34363
N1 0.55327 0.29785 2.83312
C7 -0.33314 -0.42865 2.05049
C8 -1.47740 -0.88376 2.59551
C9 -2.52689 -1.60697 1.93640
C10 -2.67386 -2.17302 0.69136
C11 -3.96720 -2.73720 0.66074
C12 -4.52096 -2.47934 1.87765
O2 -3.66358 -1.80100 2.65426
C13 0.00240 -0.69980 0.60569
O3 0.46233 -1.77033 0.25444
N2 -0.28042 0.29815 -0.25171
C14 -0.94056 1.53603 0.08437
C15 -2.31237 1.59052 -0.59128
C16 -2.14955 1.43856 -2.10134
C17 -1.40804 0.14083 -2.41149
C18 -0.07120 0.11230 -1.67218
C19 2.88515 -0.55558 0.95229
C20 3.55103 -0.77977 -0.23580
H1 5.46322 -0.28271 -2.27313
H2 3.96478 -0.88186 -2.97271
H3 4.38450 0.83136 -3.11893
H4 3.34668 2.30701 -1.58025
H5 2.19209 2.72664 0.55659
H6 0.23392 0.47271 3.78239
H7 -1.67887 -0.68020 3.64048
H8 -1.94023 -2.21712 -0.08453
H9 -4.42007 -3.26447 -0.15395
H10 -5.47857 -2.71807 2.29613
H11 -1.04605 1.62241 1.16554
H12 -0.32090 2.36670 -0.27480
H13 -2.79887 2.53671 -0.35147
H14 -2.92998 0.77745 -0.20392
H15 -3.12732 1.43702 -2.58536
H16 -1.58129 2.28601 -2.49228
H17 -1.23127 0.04797 -3.48361
H18 -2.01434 -0.70800 -2.09050
H19 0.43611 -0.84431 -1.80640
H20 0.58015 0.91484 -2.03592
H21 2.76614 -1.35687 1.66529
H22 3.94689 -1.76206 -0.44594


*Q*
C20H22N2O3 | ωB97M-V/def2-TZVPD

The SMILES is C/C(CCc1ccc2c(c1)OCO2)=N\NC(=O)c1ccc(C)cc1C. The gap between HOMO and LUMO is 8.6 eV. The net charge is 0. As for the multiplicity: 1. The LUMO energy comes out at 0.66 eV.

Geometry (Å):
C1 -2.30448 0.26074 3.79300
C2 -1.10702 0.07694 2.89522
C3 -0.29420 -1.17144 3.08882
C4 0.84884 -1.33282 2.08736
C5 0.45642 -1.87120 0.73693
C6 1.44988 -2.40445 -0.07451
C7 1.19098 -2.90736 -1.34575
C8 -0.10999 -2.85551 -1.78185
C9 -1.11528 -2.32401 -0.97773
C10 -0.86117 -1.83109 0.27825
O1 -2.31283 -2.38662 -1.64598
C11 -2.02420 -2.96465 -2.90018
O2 -0.64804 -3.26496 -2.97709
N1 -0.71335 0.89932 2.01588
N2 -1.33459 2.06962 1.77833
C12 -0.88254 2.91529 0.80305
O3 -1.37076 4.01682 0.66566
C13 0.19843 2.32648 -0.03874
C14 -0.11318 1.26031 -0.87274
C15 0.85993 0.68692 -1.66529
C16 2.16690 1.15580 -1.62455
C17 3.22153 0.51681 -2.47550
C18 2.46442 2.22700 -0.79475
C19 1.49750 2.83124 -0.00335
C20 1.84297 3.97808 0.89649
H1 -3.21234 0.37745 3.19962
H2 -2.42658 -0.59581 4.44901
H3 -2.18681 1.15396 4.40831
H4 -0.95403 -2.04235 3.05199
H5 0.12241 -1.13166 4.10089
H6 1.31261 -0.35501 1.93733
H7 1.60120 -1.99861 2.51590
H8 2.46531 -2.42801 0.29157
H9 1.97094 -3.32056 -1.96336
H10 -1.66012 -1.41852 0.86753
H11 -2.29267 -2.25750 -3.70226
H12 -2.61081 -3.88935 -3.02388
H13 -2.11262 2.39238 2.35426
H14 -1.12484 0.88465 -0.90343
H15 0.60998 -0.13931 -2.31353
H16 4.21649 0.82444 -2.16368
H17 3.14911 -0.56736 -2.41499
H18 3.08561 0.80291 -3.51852
H19 3.47744 2.60449 -0.76162
H20 1.10378 4.77008 0.79820
H21 2.82574 4.37680 0.65757
H22 1.84590 3.65198 1.93717


*R*
C20H22N2O3 | ωB97M-V/def2-TZVPD

The gap between HOMO and LUMO is 8.2 eV. The net charge is 0. As for the multiplicity: 1. The LUMO energy comes out at 0.23 eV.

Geometry (Å):
C1 4.20698 -3.24213 3.49468
C2 3.60773 -2.28161 2.74388
C3 3.36086 -0.94244 3.35762
C4 2.05685 -0.62728 3.51770
C5 1.52636 -0.92309 4.62536
C6 0.14157 -0.48955 4.91835
C7 -0.50077 0.08920 3.86705
C8 -0.01922 0.00607 2.58686
C9 1.34903 -0.25729 2.50198
O1 2.08242 0.01426 1.27130
C10 1.29111 0.50630 0.35137
C11 2.44878 0.63609 -0.77690
O2 3.81328 0.66101 -0.86953
N1 1.83950 1.11111 -2.05148
N2 0.61676 0.98724 -2.32841
C12 0.20930 1.53265 -3.35342
C13 -1.14645 1.54370 -3.83674
C14 -1.59074 1.99460 -4.97266
C15 -3.13133 1.92315 -5.42118
C16 -3.97502 1.65153 -4.38913
C17 -3.56718 0.98844 -3.21479
C18 -2.27563 1.13175 -2.63831
O3 -1.92268 0.63795 -1.54391
C19 -2.74102 0.15096 -0.58102
C20 -3.25603 -1.67283 -1.08787
H1 -3.81238 -1.83846 -0.39474
H2 -3.48159 -1.40748 -2.15540
H3 -2.36758 -2.06524 -1.14878
H4 -2.11655 0.08797 0.31795
H5 -3.61225 0.71528 -0.60753
H6 -4.47686 0.70800 -2.51842
H7 -4.95991 1.46505 -4.77212
H8 -3.31446 2.35445 -6.34701
H9 -0.77340 2.23442 -5.74700
H10 0.89219 1.70150 -4.26296
H11 2.37508 1.30683 -2.77983
H12 0.63979 -0.29812 -0.27395
H13 0.93794 1.75178 0.50599
H14 -0.60036 0.50965 1.79676
H15 -1.75956 0.19621 4.07302
H16 -0.44087 -0.50401 5.79074
H17 1.95624 -1.00152 5.85900
H18 4.06721 -0.21879 2.83087
H19 4.15761 -0.85398 4.39863
H20 3.29067 -2.54743 1.96632
H21 4.29450 -4.27146 2.89946
H22 4.68008 -3.15446 4.39820


Result of the stability comparison: *R* is the least stable of them.


*P*
C2H2BrCl3 | ωB97M-V/def2-TZVPD

The gap between HOMO and LUMO (alpha / beta) is 8.2 / 8.0 eV. The net charge is 0. As for the multiplicity: 1. The LUMO energy (alpha / beta) comes out at -0.33 / -0.46 eV.

Geometry (Å):
C1 -0.56111 -0.88471 -0.77415
C2 0.57067 0.95458 0.63515
Cl1 -1.38614 -1.72340 0.43414
Cl2 -1.49552 0.01538 -1.89320
Cl3 -0.14092 0.52833 2.12350
Br1 2.39564 0.53869 0.41269
H1 0.33448 -1.33842 -1.17502
H2 0.28290 1.90956 0.23687


*Q*
C2H2BrCl3 | ωB97M-V/def2-TZVPD

The gap between HOMO and LUMO (alpha / beta) is 8.8 / 8.8 eV. The net charge is 0. As for the multiplicity: 1. The LUMO energy (alpha / beta) comes out at -1.55 / -1.55 eV.

Geometry (Å):
C1 0.51011 -0.00560 -0.62814
C2 -0.37631 -0.41367 0.51213
Cl1 -0.00466 1.28917 -1.67605
Cl2 2.10583 0.52198 0.06452
Cl3 -1.15540 1.62238 1.37917
Br1 -2.02327 -1.21091 0.15399
H1 0.86870 -0.96710 -1.25789
H2 0.07502 -0.83624 1.45226


Result of the stability comparison: *P* is the least stable of them.


*P*
C5H6N | ωB97M-V/def2-TZVPD

The gap between HOMO and LUMO (alpha / beta) is 7.0 / 8.1 eV. The net charge is +1. As for the multiplicity: 3. The LUMO energy (alpha / beta) comes out at -3.70 / -7.58 eV.

Geometry (Å):
C1 -1.69814 0.36888 0.06684
C2 0.15064 -1.35585 -0.30191
C3 0.73651 -0.35147 0.80525
C4 -0.69027 -0.46406 0.41382
C5 0.01369 0.07432 -1.06467
N1 1.09723 0.75699 -0.14152
H1 -2.16462 0.20527 -0.87581
H2 -1.82394 1.29938 0.75648
H3 -0.00347 -2.30665 -0.72797
H4 1.40485 -0.54062 1.54194
H5 1.10232 1.64847 0.26916
H6 1.87519 0.66534 -0.74162


*Q*
C5H6N | ωB97M-V/def2-TZVPD

The gap between HOMO and LUMO (alpha / beta) is 6.1 / 7.3 eV. The net charge is +1. As for the multiplicity: 3. The LUMO energy (alpha / beta) comes out at -6.45 / -10.04 eV.

Geometry (Å):
C1 1.16421 -1.11133 -0.91291
C2 0.52864 -0.21226 -1.79172
C3 -0.07938 0.67170 -0.98381
C4 0.17954 0.33878 0.43553
C5 -0.84867 -0.02282 1.38152
N1 1.42849 -1.51700 0.13957
H1 0.35878 -0.45428 -2.84597
H2 -0.33612 1.58866 -1.43588
H3 1.02648 0.70945 1.05731
H4 -1.75566 -0.45350 1.05949
H5 -1.04685 0.96046 1.59834
H6 -0.61947 -0.49785 2.29853


Result of the stability comparison: *P* is the least stable of them.